C16H30N2O6 | wB97M-V/def2-TZVPD

Structure (ORCA input):
```
! RIJCOSX wB97M-V def2-TZVPD def2/J DEFGRID3
* xyz 0 1
C 2.11711 -0.97772 2.93365
C 1.71582 -0.78066 1.46573
O 2.12873 0.08905 0.65934
N 0.92157 -1.82083 1.10454
C 0.44731 -2.78935 2.08221
H 0.98434 -3.20104 2.82895
H 0.06968 -3.89416 1.41222
C -0.87500 -2.58801 2.54307
H -1.51754 -2.17290 1.77669
H -1.49255 -3.46125 2.88878
O -0.79489 -1.86369 3.49073
C -1.66212 -0.76506 3.67815
H -2.77192 -0.88681 3.56998
C -1.46636 0.47993 2.66218
O -1.51120 0.18116 1.44948
C -1.75354 1.13785 0.52383
C -0.45345 2.15034 0.58412
N -0.25186 2.76691 -0.69577
C -0.86047 3.92487 -1.05854
O -1.84847 4.14218 -0.13764
C -0.66620 4.64294 -2.16503
H -1.59042 5.25029 -2.29195
H 0.23035 5.01423 -2.34039
H -1.00724 3.87282 -3.12456
C 1.07256 2.27345 -1.77658
H 1.31340 3.18316 -2.24624
H 1.45842 1.79471 -1.04553
C 0.24033 1.33233 -2.91618
O 0.63513 0.02930 -2.61660
C 0.08601 -0.84351 -3.51001
C 1.11521 -2.17553 -3.54821
O 0.86528 -3.00042 -2.34802
C 1.33472 -2.74036 -1.22050
C 0.43609 -1.79154 -0.15371
H 0.49249 -0.81047 -0.55034
H -0.53482 -2.28310 -0.51005
H 2.47972 -2.19255 -1.27766
H 1.24668 -3.80488 -0.76363
H 0.83152 -2.75812 -4.40477
H 2.05612 -2.02582 -3.50630
H -1.04059 -1.04788 -3.20873
H -0.04671 -0.71694 -4.56471
H 0.29154 1.70846 -3.70987
H -1.00685 1.34186 -2.49482
H 0.62038 1.30332 0.66775
H -0.41502 2.93601 1.27178
H -2.58079 1.98358 0.70034
H -1.86395 0.91093 -0.46734
H -2.00902 1.36152 2.92831
H -0.43589 0.68135 2.95783
H -1.73516 -0.30401 4.65779
H 1.41730 -1.07155 3.62737
H 2.85456 0.05764 3.07619
H 2.72963 -1.78204 3.11267
*
```

Computed properties:
Frontier orbital gap in eV: 8.571
Energy above the lowest of the compared OMol25 structures with the same formula, charge and spin in kJ/mol: 1607.5
Strongest force on any atom in eV/A: 18.2
Energy in Ha: -1187.97504

Atomic partial charges in e from the natural (NBO) method, atoms 1 to 2: atom 1 (C): -0.698, atom 2 (C): 0.715



ClHgIO12S2 | wB97M-V/def2-TZVPD

Structure (ORCA input):
```
! RIJCOSX wB97M-V def2-TZVPD def2/J DEFGRID3
* xyz -4 1
Hg -2.58386 -0.98434 0.78373
S 0.50368 -3.85208 -1.48723
O 1.94130 -3.46312 -1.32418
O -0.06674 -3.22983 -2.65477
O 0.23185 -5.26184 -1.42481
O -0.08263 -3.25383 -0.35629
S -0.17053 1.94691 3.16035
O -0.08544 2.11756 4.62439
O -1.58284 1.94398 2.78632
O 0.56937 3.00224 2.48852
O 0.42458 0.73416 2.60330
I -4.96680 -2.21681 3.98775
Cl 1.15072 2.48898 -2.62613
O 0.12043 1.90301 -1.80223
O 0.46290 3.56758 -3.32041
O 2.38007 2.95733 -1.80601
O 1.75390 1.60012 -3.63232
*
```

Computed properties:
Frontier orbital gap in eV: 2.320
Strongest force on any atom in eV/A: 6.3
Energy in Ha: -2609.97079

Atomic partial charges in e from the natural (NBO) method, atoms 1 to 2: atom 1 (Hg): 0.208, atom 2 (S): 2.574



C3H6O2S2 | wB97M-V/def2-TZVPD

Structure (ORCA input):
```
! RIJCOSX wB97M-V def2-TZVPD def2/J DEFGRID3
* xyz 0 1
O -1.84792 -2.18515 -0.41354
S -1.07899 -1.08964 -0.86564
O -0.75549 -0.95160 -2.23324
C -1.24190 0.25990 0.21590
C 0.11527 -0.47540 0.31402
C 1.25749 0.30035 -0.21885
S 1.43746 1.89933 0.62882
H -1.88309 0.09432 1.17208
H -1.25218 1.22582 -0.25205
H 0.03424 -0.92436 1.31515
H 0.99991 0.63986 -1.35701
H 2.17847 -0.33736 -0.12288
H 2.03672 1.54393 1.81722
*
```

Computed properties:
Frontier orbital gap in eV: 10.153
SMILES: O=S1(=O)C[C@@H]1CS
Energy above the lowest of the compared OMol25 structures with the same formula, charge and spin in kJ/mol: 332.8
Strongest force on any atom in eV/A: 3.0
Energy in Ha: -1064.65888

Atomic partial charges in e from the natural (NBO) method, atoms 1 to 2: atom 1 (O): -0.923, atom 2 (S): 2.192



C4H14IO5 | wB97M-V/def2-TZVPD

Structure (ORCA input):
```
! RIJCOSX wB97M-V def2-TZVPD def2/J DEFGRID3
* xyz -1 1
I -0.34105 -2.05218 0.78989
O -1.11698 -1.99255 4.40223
H -0.96195 -1.93989 3.44486
H -1.00751 -2.92791 4.59020
C 3.43135 0.92390 2.13675
C 2.72226 0.67582 0.83199
O 1.36097 1.03464 0.94114
O 4.82455 0.71271 1.92565
H 3.04535 0.22016 2.88342
H 3.23963 1.94398 2.48115
H 2.83089 -0.38031 0.57645
H 3.19224 1.29534 0.06170
H 0.84420 0.21158 0.98912
H 5.29721 0.85674 2.74783
C -3.26615 0.71888 -3.40487
C -2.96981 -0.48551 -2.54252
O -1.80715 -0.14561 -1.81521
O -2.16666 1.05295 -4.23187
H -3.50838 1.55411 -2.73068
H -4.12537 0.56558 -4.05857
H -2.81714 -1.38808 -3.14385
H -3.82557 -0.63661 -1.86661
H -1.46166 -0.94008 -1.37643
H -1.41328 1.12230 -3.63178
*
```

Computed properties:
Frontier orbital gap in eV: 7.735
Energy above the lowest of the compared OMol25 structures with the same formula, charge and spin in kJ/mol: 0.0
Strongest force on any atom in eV/A: 0.5
Energy in Ha: -834.78458

Atomic partial charges in e from the natural (NBO) method, atoms 1 to 2: atom 1 (I): -0.922, atom 2 (O): -0.970



C45H80ClNO9 | wB97M-V/def2-TZVPD

Structure (ORCA input):
```
! RIJCOSX wB97M-V def2-TZVPD def2/J DEFGRID3
* xyz 0 1
C -5.94995 2.32147 -2.74185
C -5.99333 1.77753 -4.18090
C -5.72001 0.27469 -4.23956
C -4.31722 -0.15978 -3.75737
C -3.16299 0.69977 -4.27397
C -2.75908 0.22530 -5.68652
C -1.95255 -1.09376 -5.60385
C -0.48118 -1.02678 -6.07147
C 0.26972 0.28957 -5.82547
C 0.33490 0.79294 -4.40098
C 0.37981 2.10871 -4.15118
N 0.39189 3.13030 -5.11549
C -0.90844 3.75946 -5.38103
C -0.91457 4.55064 -6.68518
C 0.30819 5.47165 -6.83800
C 0.42523 2.59482 -2.72808
O -0.09062 3.66790 -2.44146
C 1.12492 1.70480 -1.75713
C 1.75529 2.25705 -0.68095
C 1.84265 3.73104 -0.38582
C 0.59123 4.38412 0.27635
C 1.04097 5.41349 1.32986
Cl -0.44695 3.12512 1.01358
C 2.35822 1.38578 0.20161
O 2.97689 1.91361 1.31624
C 2.32677 0.03799 0.00505
C 2.97702 -0.83422 1.06559
C 1.85993 -1.42570 1.96064
C 0.79620 -0.37740 2.36337
C 2.43229 -2.02971 3.24883
C 1.71977 -0.50073 -1.11114
C 1.76610 -2.00101 -1.31952
C 2.85067 -2.48163 -2.35411
C 2.27555 -2.92596 -3.70593
C 3.99599 -1.47554 -2.50316
C 1.10145 0.34894 -2.00343
C 0.39013 -0.13678 -3.24423
O -0.11559 -1.24950 -3.27074
H -5.14360 3.04535 -2.62057
H -5.82620 1.53665 -1.99940
H -6.87593 2.86044 -2.54901
H -6.97433 1.93938 -4.62604
H -5.28108 2.29949 -4.82024
H -6.44237 -0.20536 -3.57269
H -5.92540 -0.13503 -5.23070
H -4.19726 -1.20211 -4.05316
H -4.33103 -0.17978 -2.66663
H -2.32504 0.52933 -3.59472
H -3.38497 1.76408 -4.21722
H -2.27191 0.99511 -6.28278
H -3.69684 -0.00328 -6.19777
H -2.44644 -1.80281 -6.27199
H -2.05756 -1.52283 -4.61293
H 0.03031 -1.87714 -5.62619
H -0.49342 -1.21339 -7.14673
H -0.11146 1.03630 -6.51544
H 1.30715 0.10583 -6.13180
H 0.86709 2.84885 -5.96074
H -1.74763 3.06410 -5.31365
H -1.07127 4.49255 -4.58883
H -1.79562 5.18821 -6.62447
H -1.04755 3.88293 -7.53720
H 0.99077 5.41501 -5.99323
H 0.85634 5.19722 -7.73845
H 0.03143 6.51740 -6.94559
H 1.99407 4.24534 -1.33654
H 2.73731 3.92837 0.19242
H 0.06268 4.94333 -0.47834
H 0.90470 5.03170 2.34032
H 0.46732 6.33196 1.22976
H 2.09230 5.67457 1.22110
H 2.28094 2.23450 1.90442
H 3.48629 -1.66636 0.58548
H 3.63808 -0.22921 1.67636
H 1.32105 -2.21269 1.43203
H -0.07726 -0.36659 1.71344
H 1.21029 0.61781 2.48361
H 0.44062 -0.67234 3.35171
H 3.33025 -2.59397 2.98618
H 1.73253 -2.70287 3.74338
H 2.65692 -1.24506 3.96976
H 2.00554 -2.48008 -0.38030
H 0.80542 -2.40713 -1.61102
H 3.29094 -3.37149 -1.89946
H 1.21813 -3.16556 -3.62887
H 2.36892 -2.15601 -4.47317
H 2.77898 -3.82840 -4.05359
H 3.65570 -0.59077 -3.04161
H 4.30277 -1.14397 -1.51076
H 4.86570 -1.93357 -2.96969
C -5.33004 0.83900 4.95899
O -5.06545 -0.12294 3.96342
C -6.24183 -0.78159 3.52248
C -6.05408 -1.33951 2.12856
O -6.17840 -0.36841 1.09881
C -5.09989 0.54507 0.93904
C -3.86469 -0.06962 0.31773
O -3.12121 -0.78301 1.29162
C -2.25359 -1.73254 0.71615
H -5.77215 0.37552 5.84849
H -4.38398 1.30203 5.23352
H -5.99974 1.61849 4.57705
H -7.09279 -0.09053 3.52512
H -6.44741 -1.60846 4.21654
H -6.86394 -2.04982 1.94624
H -5.11427 -1.88795 2.04325
H -4.86157 1.04700 1.87816
H -5.47442 1.30475 0.24986
H -3.22539 0.73101 -0.08202
H -4.16181 -0.73684 -0.50082
H -2.81889 -2.48155 0.14879
H -1.72858 -2.23742 1.52600
H -1.52054 -1.24033 0.06375
C 6.50827 -1.45083 9.88973
O 5.64807 -2.36870 9.25338
C 4.37452 -1.80984 8.97400
C 3.70485 -2.54212 7.83176
O 4.18178 -2.16515 6.54657
C 5.46968 -2.63974 6.17709
C 5.50741 -4.11764 5.85329
O 5.56117 -4.89081 7.04078
C 5.13400 -6.21765 6.83286
H 6.09804 -1.12791 10.85332
H 7.46040 -1.95015 10.05936
H 6.68368 -0.57688 9.25142
H 4.46912 -0.74803 8.71847
H 3.75580 -1.90907 9.87659
H 2.64906 -2.26115 7.83406
H 3.75316 -3.62368 7.96878
H 6.21906 -2.37774 6.92572
H 5.71838 -2.09518 5.26316
H 6.40938 -4.33427 5.26414
H 4.61985 -4.38196 5.26569
H 4.09379 -6.24145 6.48707
H 5.19418 -6.74011 7.78571
H 5.77539 -6.72849 6.10526
*
```

Computed properties:
Frontier orbital gap in eV: 8.221
SMILES: CCCCCCCCCC1=C(NCCC)C(=O)c2c(C[C@H](C)Cl)c(O)c(CC(C)C)c(CC(C)C)c2C1=O.COCCOCCOC.COCCOCCOC
Strongest force on any atom in eV/A: 1.9
Energy in Ha: -2954.62021

Atomic partial charges in e from the Mulliken method, atoms 1 to 2: atom 1 (C): -0.757, atom 2 (C): -0.564



C7H14Cl14 | wB97M-V/def2-TZVPD

Structure (ORCA input):
```
! RIJCOSX wB97M-V def2-TZVPD def2/J DEFGRID3
* xyz 0 1
Cl 0.78594 4.76174 -0.07426
C 2.41798 4.44739 0.52171
Cl 2.41228 3.30396 1.87463
H 2.97994 4.03998 -0.30798
H 2.85082 5.36767 0.88809
Cl -0.34268 0.84482 1.33993
C -0.30744 1.07994 -0.43518
Cl -1.90322 1.38109 -1.09881
H 0.34472 1.92975 -0.57577
H 0.09371 0.17902 -0.87419
Cl -4.11970 -1.83710 -3.32992
C -2.44960 -2.00335 -2.81302
Cl -2.32988 -2.67931 -1.17864
H -1.94048 -2.70266 -3.46673
H -1.91804 -1.06127 -2.84386
Cl 1.31895 -1.46802 -3.40316
C 1.46463 -2.22265 -5.00910
Cl 0.78936 -3.82540 -5.08713
H 0.95461 -1.59814 -5.73691
H 2.52257 -2.19652 -5.24662
Cl -3.34556 0.46723 4.00525
C -2.61970 2.05585 4.04023
Cl -2.71574 2.85202 5.61848
H -1.58009 1.98045 3.75090
H -3.16341 2.67107 3.33278
Cl 0.53558 -2.42076 3.36537
C -1.04199 -2.21566 2.62196
Cl -1.84195 -3.76589 2.27818
H -1.71060 -1.65110 3.25880
H -0.93887 -1.70414 1.67248
Cl 3.25685 0.49180 -0.45910
C 3.03187 -0.81486 0.72898
Cl 1.89828 -2.02934 0.10814
H 3.98292 -1.29449 0.90878
H 2.62798 -0.36312 1.62567
*
```

Computed properties:
Frontier orbital gap in eV: 10.838
SMILES: ClCCl.ClCCl.ClCCl.ClCCl.ClCCl.ClCCl.ClCCl
Energy above the lowest of the compared OMol25 structures with the same formula, charge and spin in kJ/mol: 0.7
Strongest force on any atom in eV/A: 1.0
Energy in Ha: -6717.78949

Atomic partial charges in e from the natural (NBO) method, atoms 1 to 2: atom 1 (Cl): -0.026, atom 2 (C): -0.393



E_HOMO readings, ordered: -8.003 2.529 -9.670 -4.658 -8.750 -10.564 eV